{"formula": "C18H51Ag2N3O7", "method": "the ωB97M-V functional and the def2-TZVPD basis", "species": ["Ag", "Ag", "O", "O", "O", "O", "O", "O", "O", "N", "N", "N", "C", "C", "C", "C", "C", "C", "C", "C", "C", "C", "C", "C", "C", "C", "C", "C", "C", "C", "H", "H", "H", "H", "H", "H", "H", "H", "H", "H", "H", "H", "H", "H", "H", "H", "H", "H", "H", "H", "H", "H", "H", "H", "H", "H", "H", "H", "H", "H", "H", "H", "H", "H", "H", "H", "H", "H", "H", "H", "H", "H", "H", "H", "H", "H", "H", "H", "H", "H", "H"], "coordinates": [[-13.12, -2.69, -9.56], [-10.10, -3.46, -6.92], [-14.42, -4.46, -10.49], [-8.17, -10.34, -9.74], [-11.16, -3.82, -9.02], [-12.91, -2.10, -11.83], [-9.34, -5.70, -6.70], [-5.66, 0.19, -9.41], [-11.80, -8.28, -13.90], [-6.86, -2.29, -10.14], [-14.16, -3.78, -7.77], [-8.77, -7.75, -8.57], [-8.04, -11.39, -10.74], [-15.11, -5.26, -9.52], [-7.45, -1.05, -10.57], [-5.23, 1.20, -8.58], [-7.42, -6.53, -5.46], [-10.87, -4.68, -10.09], [-9.53, -9.92, -9.59], [-9.56, -8.96, -8.39], [-14.84, -4.88, -11.80], [-8.91, -1.29, -10.79], [-15.11, -5.81, -7.09], [-11.02, -8.60, -8.04], [-12.06, -5.95, -13.80], [-12.39, -7.30, -13.10], [-12.03, -1.93, -12.90], [-7.09, 0.01, -9.47], [-8.95, -6.37, -5.50], [-14.35, -5.16, -8.20], [-9.16, -5.78, -4.61], [-9.21, -6.34, -7.40], [-12.36, -2.26, -13.88], [-11.77, -4.97, -10.63], [-7.10, -0.86, -11.58], [-10.46, -5.63, -9.74], [-11.14, -2.52, -12.68], [-14.40, -4.23, -12.56], [-7.86, -8.07, -8.87], [-5.66, 0.99, -7.60], [-15.90, -4.73, -11.99], [-11.81, -9.11, -13.41], [-12.57, -5.88, -14.76], [-7.16, -7.04, -4.53], [-11.92, -7.45, -12.13], [-16.13, -5.41, -7.07], [-8.50, -12.28, -10.32], [-13.62, -3.83, -6.92], [-8.45, -11.12, -11.71], [-12.32, -5.16, -13.10], [-7.13, -7.14, -6.32], [-9.16, -7.27, -9.37], [-11.66, -0.91, -13.00], [-9.85, -9.40, -10.49], [-6.91, -5.58, -5.54], [-14.64, -5.92, -12.05], [-7.43, -0.30, -8.48], [-5.58, 2.17, -8.94], [-10.22, -10.76, -9.48], [-7.60, 0.95, -9.68], [-11.52, -8.09, -8.87], [-9.54, -7.28, -5.41], [-13.44, -7.51, -12.92], [-10.99, -5.75, -13.95], [-6.98, -11.64, -10.80], [-10.21, -4.22, -10.82], [-11.11, -7.81, -7.29], [-9.48, -1.71, -9.96], [-15.10, -3.57, -7.48], [-14.63, -5.79, -6.12], [-9.02, -1.94, -11.67], [-5.98, -2.00, -9.73], [-15.13, -6.32, -9.76], [-16.12, -4.85, -9.49], [-13.40, -5.67, -8.26], [-11.61, -9.44, -7.67], [-15.13, -6.88, -7.32], [-7.39, -2.65, -9.36], [-9.14, -9.43, -7.50], [-4.15, 1.17, -8.51], [-9.38, -0.34, -11.04]], "mulliken_charge": [0.4947, 0.6090, 0.0327, -0.3430, 0.0510, -0.2597, -0.2550, -0.3367, -0.5350, -0.6840, -0.3448, -0.4598, -0.7480, -0.8973, 0.3953, -0.7036, -1.0679, 0.6059, -0.7104, 0.5132, -0.8091, -1.1941, -1.6674, -1.3578, -0.6249, 0.2053, -0.4457, -0.7309, -0.2793, 0.6886, 0.3832, 0.1993, 0.3225, -0.1727, 0.2803, -0.5754, 0.1206, 0.2187, 0.3046, 0.3121, 0.3852, 0.3036, 0.3521, 0.3765, -0.1972, 0.4780, 0.3224, 0.2531, 0.2788, -0.1143, 0.2783, -0.0016, 0.3230, 0.1945, 0.2755, 0.2037, 0.3155, 0.2808, 0.4810, 0.4678, 0.1244, 0.2675, 0.2639, 0.3628, 0.2693, 0.3641, 0.2398, 0.1432, 0.2689, 0.4507, 0.2677, 0.3635, 0.4529, 0.3700, -0.0886, 0.5266, 0.4018, 0.1232, 0.3546, 0.2452, 0.4371], "s2": 2.012, "charge": 2, "orbital_gap_ev": [6.356, 4.084], "lumo_energy_ev": [-7.340, -9.607], "homo_ev": [-13.70, -13.69], "spin_multiplicity": 3}

=====

{"formula": "C18H51B2F7NO13V2", "method": "the ωB97M-V functional and the def2-TZVPD basis", "species": ["V", "V", "F", "F", "F", "F", "F", "F", "F", "O", "O", "O", "O", "O", "O", "O", "O", "O", "O", "O", "O", "O", "N", "C", "C", "C", "C", "C", "C", "C", "C", "C", "C", "C", "C", "C", "C", "C", "C", "C", "C", "B", "B", "H", "H", "H", "H", "H", "H", "H", "H", "H", "H", "H", "H", "H", "H", "H", "H", "H", "H", "H", "H", "H", "H", "H", "H", "H", "H", "H", "H", "H", "H", "H", "H", "H", "H", "H", "H", "H", "H", "H", "H", "H", "H", "H", "H", "H", "H", "H", "H", "H", "H", "H"], "coordinates": [[-0.44, -2.01, 1.65], [1.89, -0.10, -1.80], [-3.76, -3.07, 0.86], [-3.05, -1.73, -0.72], [-1.57, -3.08, 0.30], [3.93, -5.22, 1.75], [3.80, -3.55, 0.44], [4.70, -3.36, 2.44], [-2.37, -1.39, 1.31], [-1.20, -3.14, 3.65], [-0.55, -0.53, 3.38], [-0.25, 4.51, -1.17], [3.03, 1.72, -1.08], [-2.12, 1.70, 3.36], [-4.21, 3.54, 2.18], [-0.01, -0.47, -4.89], [2.21, -2.03, 2.67], [0.88, -2.07, -2.39], [-3.31, 0.26, -4.87], [-2.54, 0.43, -2.11], [3.63, -0.99, -0.66], [1.06, -3.63, 1.68], [0.21, 1.12, -2.73], [-0.87, -2.41, 4.81], [3.64, -3.87, 1.74], [2.96, -0.12, 3.95], [-0.24, -2.26, -3.19], [-2.25, 2.16, 2.03], [2.49, -1.58, 4.00], [4.27, 1.34, -0.56], [-0.13, -1.88, -4.68], [2.26, -3.42, 2.37], [-3.88, 0.47, -2.55], [-1.00, -0.90, 4.66], [-3.70, 2.33, 1.66], [1.12, 5.05, -1.15], [-4.22, -0.28, -3.90], [0.22, 2.58, -2.70], [-0.26, 3.06, -1.28], [4.11, 0.01, 0.22], [-0.59, 2.98, -3.87], [0.49, -0.41, 0.10], [-2.72, -2.36, 0.44], [-5.23, -0.12, -4.26], [2.14, 0.45, 3.51], [-4.06, 1.53, -2.74], [3.85, -0.14, 3.32], [3.24, 0.32, 4.90], [-0.58, -3.28, -3.00], [3.25, -2.10, 4.58], [1.26, 2.89, -2.82], [-0.13, -0.16, 0.94], [-1.56, -2.72, 5.60], [-4.26, 3.49, 3.14], [1.79, 4.63, -1.91], [5.07, 1.35, -1.30], [3.16, 2.59, -1.45], [0.04, 3.06, -4.76], [0.29, 2.60, -0.47], [1.08, 6.13, -1.32], [0.12, 0.90, -3.71], [2.21, -3.95, 3.32], [-1.68, 3.05, 1.78], [-1.93, 2.48, 3.89], [1.61, 4.87, -0.19], [0.56, -0.46, -5.66], [-4.35, 1.55, 2.07], [1.02, -2.91, -1.94], [-1.02, -1.67, -2.70], [-0.95, -2.23, -5.31], [-2.44, -0.36, -1.57], [0.67, -2.46, -5.16], [3.35, 0.05, 1.01], [-0.74, 0.99, -2.41], [-0.88, 4.02, -3.73], [-4.47, 0.28, -1.65], [5.06, -0.27, 0.68], [4.60, 2.15, 0.10], [-1.76, 1.50, 1.31], [1.56, -1.51, 4.57], [-2.01, -0.54, 4.85], [0.97, -1.36, 0.29], [-1.48, 2.38, -4.06], [-0.34, -0.51, 5.44], [-2.40, 0.04, -4.66], [-0.14, -0.62, -0.75], [0.11, -2.67, 5.21], [-1.29, 2.75, -1.11], [4.40, -1.23, -1.19], [-0.97, 0.31, 3.20], [1.21, 0.38, -0.06], [-3.88, 2.42, 0.59], [-4.13, -1.33, -3.63], [-1.62, -3.96, 3.89]], "mulliken_charge": [0.8063, -0.0237, -0.3137, -0.4014, -0.2569, -0.3166, -0.2192, -0.2858, -0.0486, -0.4305, -0.2352, -0.4651, -0.1410, -0.3640, -0.5886, -0.4780, 0.0877, -0.3627, -0.6023, -0.1888, -0.4876, -0.7738, 0.7277, -0.8234, 0.6818, -1.2110, 0.2278, 0.8807, 0.2707, -0.5482, -1.0089, -0.1649, -0.5957, -0.5988, -0.5954, -0.6228, -0.6383, 0.6182, -0.2252, -0.0587, -1.6523, 4.7473, -0.4899, 0.4381, 0.1316, 0.3198, 0.2466, 0.4471, 0.5815, 0.5274, 0.4064, -1.0482, 0.5458, 0.3213, 0.2162, 0.5152, 0.0911, 0.3981, 0.2257, 0.3310, 0.4199, 0.3523, 0.4276, 0.3143, 0.2784, 0.2339, 0.4055, 0.2041, -0.2944, 0.4159, -0.1173, 0.4813, -0.4100, -0.6507, 0.4841, 0.4040, 0.6323, 0.4501, -0.7918, -0.5471, 0.5065, -0.0672, 0.2117, 0.3357, 0.2375, -1.4336, 0.3142, 0.1633, 0.2438, 0.1015, -0.5241, 0.1771, 0.2301, 0.2856], "s2": 12.009, "charge": 1, "orbital_gap_ev": [6.130, 7.077], "lumo_energy_ev": [-3.537, -3.564], "homo_ev": [-9.67, -10.64], "spin_multiplicity": 7}

=====

What is the formula in the second record?
C18H51B2F7NO13V2